Entry from the Open Molecules 2025 dataset: a 7-piece molecular cluster, C35H87N5O11 overall (ωB97M-V/def2-TZVPD).

```
138
Properties=species:S:1:pos:R:3:forces:R:3:lowdin_charge:R:1
C -11.756453 19.997696 -16.195300 0.8 0.1 -0.4 -0.196
C -8.714060 22.467312 -11.054339 0.2 0.1 -0.6 -0.437
C -2.747022 25.232974 -8.149827 1.0 -0.2 -1.2 -0.235
C -8.650248 24.860113 -12.992233 0.7 -0.6 1.4 -0.118
H -13.380454 21.072386 -7.372597 0.4 -0.5 -0.1 0.066
H -11.138385 21.571357 -14.849913 -0.2 0.1 0.3 0.111
H -10.659605 25.137224 -10.936623 -0.4 0.4 -0.1 0.071
H -7.401307 23.930334 -8.994715 0.1 0.1 0.4 0.083
H -9.081213 25.713082 -13.516466 -0.6 0.1 0.5 0.113
H -8.994725 17.727527 0.454481 0.7 0.4 1.2 0.086
H -9.165828 19.269741 -1.838956 -0.2 0.2 0.3 0.119
H -7.725819 20.526008 -10.700029 -0.3 -0.2 -0.4 0.082
H -3.089440 24.295294 -8.587554 0.0 -0.2 -0.3 0.120
H -7.596688 22.496051 -12.967993 0.6 -0.4 0.6 0.118
C -11.004237 20.551223 -3.708995 0.3 -2.4 0.4 -0.193
C -11.865202 26.316100 -15.268517 -0.2 1.1 1.4 -0.106
H -13.573340 26.419437 -12.462459 0.6 1.0 0.3 0.117
N -8.218831 23.807325 -10.640207 -0.9 -0.6 -2.0 -0.109
H -3.173486 29.823101 -12.931743 0.3 0.7 0.1 0.084
H -11.009329 26.835327 -14.837248 0.3 0.6 -0.3 0.070
C -9.280756 23.554546 -13.354666 -1.5 -0.5 0.6 -0.200
H -6.379812 20.854938 -6.537034 0.0 0.1 -0.2 0.075
H -1.357854 29.437414 -12.810268 -0.3 1.0 -0.5 0.088
C -7.065742 18.035183 -14.472451 0.1 -0.6 -1.2 -0.131
C -9.772330 25.763480 -10.843592 -0.4 -0.8 0.0 -0.035
H -14.373682 24.573521 -13.694516 -0.1 -0.1 -0.2 0.125
H -12.161209 22.333653 -7.309514 0.5 -0.1 0.3 0.081
C -3.406000 26.745448 -10.720220 0.2 0.8 0.1 -0.212
O -12.019016 20.768287 -5.805534 -1.1 1.5 0.1 -0.180
H -9.329338 23.499195 -14.442177 0.0 -0.6 0.0 0.114
C -5.192290 25.706739 -7.811194 1.5 0.5 -0.6 -0.054
H -17.059462 21.998179 -8.862031 0.0 0.0 0.2 0.089
H -10.638605 21.237945 -10.989977 0.5 -0.4 0.3 0.076
H -3.792430 26.232495 -12.766972 0.4 0.4 -0.6 0.116
H -7.593291 16.696986 0.017770 -0.1 0.0 -0.2 0.090
C -5.390430 21.301321 -6.636896 0.8 0.0 0.5 -0.143
H -8.903754 21.393871 -13.016999 -0.4 0.0 0.3 0.101
N -2.123453 26.057171 -10.467565 0.3 -0.8 0.0 -0.043
H -5.520054 26.681935 -7.451115 -1.2 -0.7 0.4 0.103
C -10.178882 22.124062 -10.552316 0.7 1.1 -0.3 0.000
O -12.960187 22.040390 -15.619743 0.6 1.5 -0.4 -0.188
C -16.002656 21.735268 -8.815674 -0.4 0.6 -0.5 -0.101
H -12.072092 18.872975 -4.203632 -0.1 0.1 -0.1 0.095
C -10.640701 18.182451 -3.007569 2.5 0.1 -1.7 -0.231
H -9.846451 26.704925 -11.387912 -0.4 0.0 0.1 0.085
H -10.593840 21.066904 -2.840811 -0.4 -0.1 0.2 0.117
C -8.716339 19.431135 -15.460349 0.5 0.3 0.3 -0.184
H -14.988057 22.441818 -16.128842 0.8 0.2 -0.5 0.097
H -11.784355 18.204266 -15.337003 0.2 -0.3 0.1 0.105
H -1.416263 26.873887 -8.641562 -0.1 0.3 0.4 0.109
C -2.358433 29.345796 -12.387708 0.3 -1.5 -0.6 -0.110
H -11.134375 20.450712 -16.967238 -0.1 0.2 -0.2 0.117
H -14.234522 21.801717 -12.494480 -0.6 0.0 0.1 0.100
C -1.665811 25.897717 -9.057391 -2.2 0.1 -0.1 -0.178
H -8.836731 20.450797 -15.826254 0.3 0.3 0.5 0.114
H -7.813158 17.393353 -14.006050 0.0 -0.1 0.1 0.076
H -10.274684 19.532309 -13.912858 0.3 0.1 0.3 0.103
H -8.661057 18.869694 -16.393001 0.6 -0.5 0.0 0.120
H -10.254561 22.183028 -9.466542 0.3 -0.6 0.1 0.073
H -3.414353 27.738367 -10.270620 -0.3 0.0 1.0 0.113
H -7.566944 18.430031 -0.413052 0.0 0.1 0.0 0.084
C -12.743825 21.644746 -6.697905 -0.9 -0.8 0.4 -0.103
H -4.246273 26.131127 -10.396705 0.1 0.2 0.3 0.094
O -5.174390 22.307801 -5.609920 -0.1 -0.5 -1.2 -0.133
H -7.501825 21.613030 -9.433702 -0.2 0.3 0.2 0.066
H -9.830896 18.285146 -3.729904 0.2 -0.7 -1.1 0.101
H -5.378812 24.811092 -7.218629 0.2 0.3 0.7 0.081
H -2.160471 24.965889 -7.270784 -0.5 0.1 0.8 0.109
H -11.492421 25.291826 -15.267449 -0.8 -0.4 -0.8 0.075
C -8.624921 22.373096 -12.627802 0.9 1.2 -0.3 -0.106
H -13.837664 21.061104 -10.227733 -0.1 -0.6 0.9 0.114
O -12.966378 26.572206 -14.400762 0.4 -2.2 2.4 -0.192
H -15.967270 20.654401 -8.679354 0.5 -0.2 -0.3 0.088
H -5.623260 25.492197 -8.789125 -0.1 0.1 -0.3 0.041
H -11.034840 17.171370 -3.110001 -0.2 0.2 0.4 0.128
H -9.614179 28.041715 -10.146052 0.0 0.1 0.5 0.012
H -12.655156 19.624898 -16.686682 -0.2 0.3 0.0 0.116
H -6.586061 21.817062 -10.888079 -0.3 0.4 -0.4 0.089
H -10.291233 23.548114 -12.946011 -0.6 0.3 -0.5 0.091
H -0.771860 25.291053 -8.912841 0.1 -0.2 -0.8 0.108
O -8.327983 24.006506 -9.233611 -0.2 0.0 -0.6 -0.010
H -4.465278 27.859334 -12.346066 -0.8 -0.6 0.6 0.114
C -13.476443 24.514131 -13.078467 0.7 -1.4 -1.2 -0.222
H -4.898477 21.860261 -4.806686 0.0 -0.1 0.0 0.067
H -7.383725 26.697557 -11.929969 0.3 0.5 0.5 0.097
O -3.815803 26.101843 -7.957059 0.0 0.3 0.6 -0.216
H -7.626954 24.888869 -13.366591 0.3 -0.3 0.1 0.114
H -12.854182 21.608893 -3.982825 -0.4 -0.3 -0.4 0.126
N -11.612833 19.198654 -3.365105 -0.3 1.5 1.1 -0.051
H -5.183825 21.658883 -7.645641 -0.6 0.9 0.1 0.064
C -11.918245 21.410411 -4.505076 0.9 -0.2 -0.8 -0.225
H -9.484542 30.031485 -8.095512 -0.9 0.2 -1.0 0.069
C -7.587124 21.592078 -10.520154 -0.1 -1.7 0.9 -0.051
H -11.420110 22.369093 -4.649609 0.0 0.3 0.0 0.122
H -14.355835 24.262462 -11.219092 -0.2 -0.4 -0.1 0.112
H -4.623654 20.526721 -6.624080 0.0 -0.4 0.7 0.072
H -13.551763 22.618757 -9.507510 0.3 0.5 -0.4 0.116
C -7.368809 25.884938 -11.203658 1.7 -0.4 -0.9 -0.060
H -10.584116 18.380603 -1.010108 0.3 1.2 1.0 0.121
O -7.497129 19.353481 -14.638943 -1.7 1.1 -0.3 -0.189
O -9.124462 28.843970 -9.950712 0.2 1.6 0.0 -0.137
N -13.680559 23.795486 -11.807343 1.4 1.5 -1.8 -0.039
H -12.645845 24.148919 -13.682462 -0.6 -2.2 -0.2 0.095
H -10.856208 22.924079 -10.851149 0.1 0.3 -0.3 0.045
H -14.770487 21.693474 -14.621011 0.3 0.3 0.7 0.064
H -10.154565 20.286655 -4.338410 0.4 0.4 -0.3 0.111
H -8.023488 29.225072 -8.243953 0.2 -0.6 0.0 0.069
H -11.873857 25.854525 -12.605878 0.2 0.3 -0.4 0.093
H -6.977902 26.106419 -10.210562 -1.1 0.7 0.2 0.067
H -15.555069 22.241104 -7.960167 0.2 0.0 0.1 0.076
H -2.214611 29.702835 -11.367940 -0.7 -0.3 0.4 0.076
H -9.754814 17.912456 -14.498235 -0.2 0.1 0.6 0.111
H -6.114138 17.927193 -13.951979 -0.2 0.6 0.3 0.090
C -8.200660 17.554484 -0.271883 -1.0 -0.2 0.6 -0.132
H -13.494770 22.198389 -6.134292 0.2 0.4 0.2 0.079
N -11.067125 18.793191 -15.735570 -0.7 0.1 -0.1 -0.071
C -3.671818 27.133958 -12.166206 2.3 1.5 -0.2 -0.142
C -14.117481 22.112740 -10.289819 0.4 -3.1 -0.2 -0.239
H -6.872859 17.705738 -15.493411 0.0 -0.8 -0.1 0.087
C -12.060594 21.063494 -15.132240 -1.1 -0.8 -0.7 -0.206
H -9.557595 28.243592 -8.124774 0.3 0.3 1.0 0.076
H -1.366884 26.513989 -10.956461 -0.2 0.2 -0.4 0.093
C -9.990812 18.938211 -14.781512 0.6 -0.5 -0.1 -0.229
H -14.480353 20.732163 -15.962957 -0.2 -0.1 -0.6 0.079
H -12.548879 20.529473 -14.317059 0.3 0.1 0.7 0.119
H -9.562212 25.886375 -9.781122 -0.2 0.3 0.0 0.085
C -13.652784 22.335104 -11.742706 -0.7 2.6 1.4 -0.173
C -14.320878 21.751814 -15.612255 -0.7 -1.6 0.7 -0.123
C -12.857503 25.871483 -13.075172 -2.2 2.6 0.4 -0.191
H -6.586401 25.185795 -11.498862 0.4 0.2 -0.6 0.083
C -9.068571 29.126038 -8.537370 0.3 -1.6 -0.4 -0.135
H -12.239909 26.828288 -16.154725 0.8 -0.8 -0.6 0.097
O -8.990685 17.241889 -1.375173 0.1 0.2 -2.8 -0.200
C -8.591596 25.030550 -11.416869 0.9 0.7 0.5 -0.481
H -12.633575 21.970242 -11.869987 0.1 0.1 0.3 0.085
O -15.499604 22.231766 -10.046093 -0.2 0.3 -0.7 -0.181
O -2.487289 27.942668 -12.614025 -0.4 -2.1 0.2 -0.251
C -9.789313 18.379524 -1.756030 -1.8 -1.2 1.3 -0.217
```
Positions in Å, forces in eV/Å.

Values from the calculation:
Spin multiplicity ... 1
LUMO energy ... 0.4 eV
Orbital gap ... 8.771 eV
M ... 754.11 g mol⁻¹
SMILES ... CC1(C)CCCC(C)(C)N1O.COCCNCCOC.COCCNCCOC.COCCNCCOC.COCCNCCOC.CO.CO